[1]
Formula: C42H39AsBrN6O2Os
Source: OMol25
Level of theory: wB97M-V/def2-TZVPD

Output
Relative energy (zero: lowest compared OMol25 entry of this formula, charge and spin): 0.397 eV
Frontier orbital gap (spin up / spin down): 0.167 / 0.164 hartree
Electronic energy: -190547.7795 eV

```
! wB97M-V def2-TZVPD RIJCOSX def2/J DEFGRID3
* xyz 3 5
Os -1.0153 -0.7952 -1.1551
Br -1.7192 -6.3460 3.7595
C -1.1793 -5.1358 2.4698
C 0.1904 -4.9705 2.2122
C 0.5497 -4.0650 1.2501
C -0.4121 -3.3092 0.5276
O -0.0022 -2.4841 -0.3677
C -1.8368 -3.4992 0.7849
C -2.8774 -2.8649 0.0567
N -2.7360 -1.9388 -0.9437
C -3.9322 -1.5648 -1.5838
C -5.0431 -1.2090 -0.8522
C -6.2911 -0.9347 -1.4378
C -6.4477 -1.0549 -2.7838
C -5.3421 -1.4232 -3.5849
C -5.5098 -1.6657 -4.9612
C -4.4592 -2.1046 -5.7236
C -3.2165 -2.2001 -5.1190
N -3.0062 -1.9441 -3.8283
C -4.0657 -1.6230 -2.9989
C -2.1676 -4.4164 1.7722
H 0.9234 -5.5467 2.7561
H 1.5896 -3.8986 0.9994
H -3.8783 -3.2422 0.2281
H -4.9525 -1.1617 0.2257
H -7.1259 -0.6570 -0.8093
H -7.4077 -0.8984 -3.2569
H -6.4891 -1.5226 -5.4010
H -4.5635 -2.3384 -6.7726
H -2.3460 -2.4643 -5.7036
H -3.2069 -4.6069 2.0055
C 7.2779 6.1641 7.3800
O 5.9442 5.6072 7.5212
C 5.3640 4.9706 6.5554
C 4.0522 4.4852 6.8408
C 3.3629 3.8079 5.8922
C 3.9374 3.5753 4.6084
C 5.2454 4.0613 4.3351
C 5.9526 4.7434 5.2749
C 3.1642 2.8629 3.6452
N 1.9361 2.4021 3.8814
C 1.5459 1.8034 2.7453
C 2.5388 1.8868 1.7704
N 3.5602 2.5632 2.3565
C 2.3859 1.3466 0.4497
C 3.3332 1.4179 -0.5777
C 3.0371 0.8646 -1.7994
C 1.7990 0.2576 -1.9833
N 0.8782 0.1803 -1.0262
C 1.1630 0.7086 0.1892
C 0.1280 0.6047 1.2022
N -1.0081 -0.0279 0.8345
C -1.9999 -0.1166 1.7102
C -1.9114 0.4044 3.0016
C -0.7574 1.0387 3.3938
C 0.2914 1.1478 2.4746
H 7.4875 6.6309 8.3345
H 7.2806 6.9075 6.5856
H 7.9889 5.3640 7.1851
H 3.6437 4.6790 7.8231
H 2.3688 3.4339 6.0883
H 5.7049 3.8963 3.3693
H 6.9450 5.1083 5.0567
H 4.4405 2.8047 1.9325
H 4.2894 1.9007 -0.4208
H 3.7423 0.8969 -2.6172
H 1.5407 -0.1802 -2.9365
H -2.8891 -0.6300 1.3709
H -2.7514 0.3015 3.6734
H -0.6481 1.4559 4.3857
C 1.0686 -3.4129 -3.9375
C -0.4413 -3.4049 -3.7078
As -1.1246 -1.6237 -3.3621
C -0.7196 -0.3655 -4.8069
C -0.0762 -0.8467 -6.1035
C -2.1228 0.9153 -1.7038
C -1.3083 2.2139 -1.7753
H 1.4394 -4.4344 -3.8658
H 1.5953 -2.8313 -3.1764
H 1.3386 -3.0348 -4.9200
H -0.6830 -3.9349 -2.7837
H -0.9927 -3.8831 -4.5164
H -0.0939 0.3868 -4.3229
H -1.6741 0.1341 -4.9902
H 0.9456 -1.1856 -5.9464
H -0.0378 -0.0183 -6.8106
H -0.6232 -1.6545 -6.5884
H -2.8925 1.0440 -0.9315
H -2.6842 0.8115 -2.6393
H -0.8259 2.4486 -0.8229
H -1.9485 3.0626 -2.0217
H -0.5269 2.1700 -2.5383
*
```

[2]
Formula: C42H39AuN6P2
Source: OMol25
Level of theory: wB97M-V/def2-TZVPD

Output
Relative energy (zero: lowest compared OMol25 entry of this formula, charge and spin): 0.466 eV
Frontier orbital gap: 0.217 hartree
Electronic energy: -75385.2448 eV

```
! wB97M-V def2-TZVPD RIJCOSX def2/J DEFGRID3
* xyz 2 1
Au 0.0346 1.6844 0.0825
C -2.3993 3.9065 0.4970
P -2.3168 2.1277 0.0006
C -3.0628 2.0578 -1.6383
C -4.1827 1.2814 -1.9246
C -4.6661 1.2406 -3.2243
C -4.0269 1.9475 -4.2318
C -2.8952 2.7042 -3.9504
C -2.4063 2.7559 -2.6579
C -3.3690 1.1656 1.1056
C -4.6140 1.6133 1.5430
C -5.4034 0.7836 2.3231
C -4.9620 -0.4881 2.6647
C -3.7240 -0.9396 2.2299
C -2.9258 -0.1133 1.4548
C -1.0367 4.3761 0.8658
C -0.6088 5.3999 1.6922
C 0.8027 5.3826 1.6911
C 1.2020 4.3445 0.8650
C 2.5519 3.8194 0.5165
P 2.3756 2.0827 -0.0654
C 3.4402 0.9932 0.8847
C 3.9855 -0.1261 0.2466
C 4.6731 -1.0714 0.9881
C 4.7871 -0.9279 2.3651
C 4.2246 0.1709 3.0021
C 3.5488 1.1327 2.2700
C 2.9513 2.0051 -1.7684
C 4.2429 2.4211 -2.0891
C 4.6976 2.2863 -3.3892
C 3.8737 1.7388 -4.3652
C 2.5841 1.3373 -4.0507
C 2.1191 1.4707 -2.7514
N 0.0724 3.7677 0.3450
H -3.1023 4.0323 1.3212
H -2.7917 4.4601 -0.3605
H -4.6768 0.7269 -1.1378
H -5.5453 0.6506 -3.4462
H -4.4091 1.9084 -5.2431
H -2.3928 3.2494 -4.7384
H -1.5211 3.3399 -2.4231
H -4.9714 2.5979 1.2658
H -6.3698 1.1294 2.6644
H -5.5852 -1.1283 3.2745
H -3.3793 -1.9307 2.4947
H -1.9560 -0.4509 1.1125
H -1.2500 6.0969 2.2078
H 1.4627 6.0608 2.2082
H 3.2406 3.8695 1.3597
H 2.9930 4.3824 -0.3117
H 3.8823 -0.2429 -0.8252
H 5.1205 -1.9230 0.4928
H 5.3143 -1.6730 2.9458
H 4.3053 0.2784 4.0756
H 3.1036 1.9780 2.7743
H 4.8880 2.8414 -1.3262
H 5.7008 2.6023 -3.6414
H 4.2406 1.6258 -5.3765
H 1.9420 0.9179 -4.8138
H 1.1107 1.1702 -2.4920
N -0.5442 -5.5086 -1.0320
C -0.3198 -6.7909 -0.5998
C -0.6543 -8.0382 -1.1166
C -0.2157 -9.1378 -0.4088
C 0.5249 -9.0091 0.7798
C 0.8518 -7.7772 1.2967
C 0.4308 -6.6452 0.5897
N 0.6438 -5.3204 0.8449
C 0.0562 -4.6676 -0.1294
C 0.0865 -3.2218 -0.2082
C -0.5238 -2.4725 -1.2211
C -0.4495 -1.0984 -1.1863
N 0.2016 -0.4454 -0.2160
C 0.8143 -1.1475 0.7538
C 0.7768 -2.5180 0.7898
H -1.0573 -5.2565 -1.8577
H -1.2212 -8.1527 -2.0312
H -0.4440 -10.1269 -0.7813
H 0.8453 -9.9053 1.2932
H 1.4105 -7.6741 2.2167
H -1.0568 -2.9397 -2.0374
H -0.9243 -0.4902 -1.9461
H 1.3424 -0.5744 1.5070
H 1.2745 -3.0685 1.5752
N 0.5871 2.3467 3.4809
N -0.4675 1.7878 2.6992
H 0.2904 2.5111 4.4368
H 0.8185 3.2466 3.0721
H -1.3248 2.3308 2.7863
H -0.6731 0.8632 3.0616
*
```